C21H54Cl2N2O7 | ωB97M-V with the def2-TZVPD basis set

```
86
Properties=species:S:1:pos:R:3:mulliken_charge:R:1
C -2.27 -3.15 -1.90 -0.844
C -1.97 -4.11 -0.72 0.624
N -2.01 -3.59 0.48 -0.368
O -1.81 -5.29 -0.93 -0.630
H -1.48 -3.11 -2.64 0.288
H -2.45 -2.13 -1.56 0.219
H -3.17 -3.57 -2.34 0.261
H -2.68 -2.85 0.64 0.209
H -1.79 -4.37 1.08 0.247
C 3.95 -1.98 -4.81 -0.925
C 3.58 -1.87 -3.34 0.601
N 4.45 -1.36 -2.52 -0.314
O 2.50 -2.29 -2.98 -0.645
H 3.86 -3.02 -5.12 0.250
H 4.94 -1.59 -5.05 0.359
H 3.29 -1.28 -5.32 0.249
H 4.13 -1.31 -1.57 0.214
H 5.41 -1.19 -2.81 0.210
C -1.27 1.07 6.04 -1.312
C -2.74 1.03 6.66 0.353
C -3.10 2.37 7.41 -1.148
O -3.51 0.78 5.52 -0.451
H -0.99 0.19 5.47 0.320
H -0.58 1.23 6.86 0.372
H -1.01 1.89 5.36 0.339
H -2.77 0.24 7.41 0.250
H -2.45 2.39 8.28 0.352
H -4.06 2.13 7.87 0.337
H -3.01 3.23 6.76 0.309
H -4.42 0.54 5.75 0.283
C 6.74 3.28 -0.40 -1.383
C 6.72 4.80 -0.41 0.412
C 5.24 5.20 -0.35 -1.192
O 7.40 5.27 0.77 -0.557
H 7.79 2.99 -0.44 0.369
H 6.32 2.83 -1.30 0.391
H 6.18 2.84 0.42 0.368
H 7.21 5.31 -1.25 0.294
H 5.12 6.28 -0.44 0.333
H 4.83 4.92 0.63 0.284
H 4.65 4.78 -1.16 0.344
H 7.34 4.58 1.44 0.336
C 5.24 -4.97 0.55 -1.190
C 4.61 -4.19 1.69 0.508
C 3.15 -4.47 1.92 -1.175
O 5.36 -4.35 2.90 -0.534
H 5.56 -5.99 0.77 0.382
H 6.11 -4.42 0.19 0.317
H 4.60 -4.96 -0.34 0.294
H 4.61 -3.12 1.52 0.144
H 3.07 -5.32 2.59 0.268
H 2.64 -4.57 0.96 0.328
H 2.64 -3.66 2.44 0.313
H 5.52 -5.30 2.90 0.344
C -5.56 0.17 -5.12 -1.100
C -4.35 0.92 -5.70 0.319
C -3.76 2.01 -4.72 -1.122
O -3.33 -0.07 -5.78 -0.516
H -5.95 -0.58 -5.81 0.313
H -6.48 0.72 -4.94 0.373
H -5.33 -0.20 -4.12 0.235
H -4.47 1.40 -6.68 0.339
H -3.53 1.48 -3.80 0.185
H -4.59 2.70 -4.61 0.331
H -2.92 2.63 -5.04 0.339
H -3.46 -0.46 -6.65 0.305
C -6.20 0.10 0.09 -1.461
C -4.99 0.94 0.44 1.176
C -5.24 2.19 1.17 -1.605
O -4.16 0.12 1.28 -0.478
H -6.84 0.02 0.96 0.332
H -6.01 -0.89 -0.34 0.333
H -6.80 0.57 -0.69 0.373
H -4.48 1.08 -0.51 -0.135
H -4.28 2.66 1.41 0.415
H -5.78 2.10 2.11 0.390
H -5.82 2.87 0.55 0.401
H -3.98 0.67 2.04 0.254
Cl 2.16 0.65 1.20 -0.189
C 0.39 0.72 0.72 -0.192
C 0.15 1.60 -0.53 -0.360
Cl 0.64 3.31 -0.29 -0.207
H -0.31 1.02 1.51 0.310
H 0.05 -0.29 0.51 0.165
H -0.86 1.70 -0.93 0.258
H 0.88 1.39 -1.31 0.211
```

Summary:
frontier orbital gap: 9.76 eV
SMILES string: CC(N)=O.CC(N)=O.CC(C)O.CC(C)O.CC(C)O.CC(C)O.CC(C)O.ClCCCl
energy above the lowest of the compared OMol25 structures with the same formula, charge and spin: 0.021 eV
E_LUMO: 0.36 eV
largest force on an atom: 0.0864 Eh/bohr

=====

C4H9NO2 | ωB97M-V with the def2-TZVPD basis set

```
16
Properties=species:S:1:pos:R:3:mulliken_charge:R:1
C 0.66 -0.47 1.57 -1.454
C 0.27 0.49 0.46 0.585
C 1.15 0.27 -0.80 -0.728
O 0.95 1.22 -1.82 -0.508
N -1.16 0.38 0.20 -0.247
C -1.81 -0.32 -0.73 -0.237
O -2.02 0.05 -1.86 -0.491
H -0.01 -0.39 2.43 0.377
H 1.67 -0.23 1.89 0.388
H 0.64 -1.51 1.23 0.332
H 0.41 1.53 0.76 0.171
H 2.19 0.38 -0.47 0.378
H 1.00 -0.76 -1.15 0.356
H 0.03 1.15 -2.10 0.354
H -2.08 -0.35 0.85 0.360
H -1.93 -1.39 -0.52 0.363
```

Summary:
frontier orbital gap: 10.12 eV
energy above the lowest of the compared OMol25 structures with the same formula, charge and spin: 4.227 eV
E_LUMO: 0.36 eV
largest force on an atom: 0.1040 Eh/bohr

=====

no.,E_HOMO (eV)
1,-9.40
2,-9.77